The following is a DFT calculation (wB97M-V/def2-TZVPD) of a 2-piece molecular cluster, C3H5N5 overall at a distorted geometry.

Bonds (Å) are listed after each position.
CARTESIAN COORDINATES (ANGSTROEM)
1 C 1.56840 -0.04866 -0.54784  H5 1.279, N9 1.323, N10 1.457
2 C -0.35631 1.39481 0.24587  H6 1.079, N10 1.342, N11 1.310
3 C -0.64134 -0.80824 -0.05565  N10 1.371, N12 1.418, N13 1.255
4 H 2.21455 1.53799 0.28466  N9 1.190
5 H 1.54577 -1.09726 -1.27943  C1 1.279
6 H 0.20035 2.31306 0.13833  C2 1.079
7 H -2.61972 -0.57970 1.45984  no bonds
8 H -1.07528 -2.67216 -0.33419  N13 1.042
9 N 2.65069 0.70589 -0.44612  C1 1.323, H4 1.190
10 N 0.25948 0.22186 0.03258  C1 1.457, C2 1.342, C3 1.371
11 N -1.62139 1.16285 0.49424  C2 1.310, N12 1.341
12 N -1.81812 -0.15970 0.39781  C3 1.418, N11 1.341
13 N -0.30709 -1.97074 -0.39010  C3 1.255, H8 1.042

Computed properties:
DFT total energy: -390.94674 hartree
Energy relative to the best compared isomer or geometry (same formula, charge and spin): 450.7 kJ/mol
Orbital gap: 0.3082 Ha
Highest occupied orbital energy: -8.60 eV